Here is a 2-piece molecular cluster, C5H10N overall from OMol25. Energies are from wB97M-V/def2-TZVPD.

Structure (XYZ):
```
16
Properties=species:S:1:pos:R:3:forces:R:3
N -1.044 0.127 -0.168 -0.6 -0.4 0.0
C 1.957 -1.217 -0.353 1.9 -2.2 1.8
C 1.928 1.208 0.338 0.9 1.6 1.3
C 1.566 0.117 -0.547 -0.9 1.0 0.2
C -3.614 -0.076 0.193 -2.6 -0.1 0.4
C -2.179 -0.038 -0.048 0.3 0.5 0.2
H -4.231 -0.519 -0.690 1.3 1.0 1.4
H 0.922 0.359 -1.389 0.3 0.0 0.0
H 1.707 -1.305 0.808 0.3 -0.6 -2.2
H 2.988 1.016 0.673 -0.8 0.3 -0.3
H -3.882 -0.743 1.074 0.7 0.7 -1.0
H 3.063 -1.612 -0.403 -1.4 1.7 0.5
H 1.853 2.132 -0.279 0.2 -0.4 0.6
H -4.021 0.978 0.497 0.9 -1.9 -0.9
H 1.571 -1.921 -1.078 -1.0 -0.1 0.3
H 1.416 1.494 1.371 0.4 -1.2 -2.3
```
Forces are in eV/Å.

multiplicity	1
total charge	+1
relative energy (zero: lowest compared OMol25 entry of this formula, charge and spin)	63.0	kcal/mol
HOMO	-15.5	eV

***

Here is a 2-piece molecular cluster, C6H14O overall from OMol25. Energies are from wB97M-V/def2-TZVPD.

Structure (XYZ):
```
21
Properties=species:S:1:pos:R:3:forces:R:3
O -0.897 -2.431 -0.578 -0.1 -0.1 0.4
C 0.206 0.835 0.207 0.1 0.0 0.0
C -0.984 -0.106 -0.030 -0.1 0.0 0.0
C -0.685 -1.220 -0.974 0.1 0.4 -0.3
C 1.061 2.942 1.354 0.1 0.0 0.0
C -0.632 -3.534 -1.240 -0.1 -0.3 -0.3
C -0.133 2.022 1.109 -0.1 0.0 0.0
H 0.797 3.776 2.013 0.0 -0.1 -0.1
H 1.888 2.397 1.822 -0.1 0.1 -0.1
H 1.433 3.361 0.412 -0.1 -0.1 0.1
H 1.476 -1.973 -1.037 0.0 -0.1 0.0
H -0.512 1.652 2.072 0.0 0.0 -0.1
H -0.470 -1.079 -2.030 0.0 0.1 0.1
H 0.574 1.205 -0.760 0.0 0.0 0.1
H -1.835 0.485 -0.401 0.1 0.0 0.0
H -0.531 -3.475 -2.319 0.0 0.0 0.1
H -1.302 -0.551 0.921 0.0 0.1 -0.1
H -0.952 -4.429 -0.732 0.0 0.0 0.0
H -0.952 2.598 0.659 0.1 -0.1 0.0
H 1.030 0.257 0.647 -0.1 0.1 0.0
H 1.419 -2.733 -1.115 0.0 0.2 0.0
```
Forces are in eV/Å.

multiplicity	1
total charge	0
relative energy (zero: lowest compared OMol25 entry of this formula, charge and spin)	103.9	kcal/mol
HOMO (alpha / beta)	-7.1 / -7.3	eV

***

Here is C25H21BrN8O4Ti as an isolated structure from OMol25. Energies are from wB97M-V/def2-TZVPD.

Structure (XYZ):
```
60
Properties=species:S:1:pos:R:3:forces:R:3
Br -5.295 4.663 -0.232 -0.1 0.1 0.0
Ti 0.179 -0.618 -0.080 -0.2 -0.3 -0.5
O 1.719 6.087 -0.101 0.0 0.0 0.1
O -0.315 5.817 0.899 -0.1 0.0 0.0
O -1.528 -0.762 -1.167 -0.2 0.2 0.0
O 1.595 -1.656 1.121 0.2 0.0 0.1
N -0.435 -4.758 -1.490 0.0 0.0 0.0
N 0.418 -2.932 -0.277 -0.1 0.0 0.1
N -2.247 1.393 -1.171 0.1 0.0 0.0
N -0.908 -0.201 1.767 0.0 -0.1 -0.1
N -1.215 0.472 -1.424 0.2 -0.1 0.2
N 1.797 -0.169 -1.471 0.0 -0.1 0.0
N 1.278 -4.976 0.093 0.0 0.0 0.0
N 0.803 1.263 0.466 0.1 0.1 0.2
C -4.473 2.019 -0.781 0.0 0.0 0.0
C -2.376 -0.721 3.569 0.0 0.0 0.0
C 2.293 1.082 -1.374 0.0 0.0 0.0
C -2.705 3.673 -0.749 0.0 0.0 0.0
C 0.148 1.911 1.455 0.2 -0.1 0.1
C 3.301 -0.615 -3.268 0.0 0.0 0.0
C 1.862 3.281 -0.185 -0.1 0.1 -0.2
C 0.270 3.269 1.608 -0.3 0.1 0.0
C -1.382 1.454 3.417 0.0 0.0 0.0
C 2.030 -4.098 0.981 0.0 0.0 0.0
C 0.394 -4.256 -0.590 0.0 0.0 0.0
C 3.307 1.528 -2.204 0.0 0.0 0.0
C -1.706 -1.060 2.411 0.0 0.0 0.0
C -2.205 0.559 4.081 0.0 0.0 0.0
C -1.821 2.673 -1.044 0.0 0.0 0.0
C 0.825 5.506 0.507 0.1 0.0 -0.1
C 1.373 -2.786 0.658 0.0 0.1 0.0
C 1.060 3.982 0.709 0.0 -0.1 0.1
C 3.818 0.668 -3.162 0.0 0.0 0.0
C -4.058 3.347 -0.619 0.1 -0.1 0.0
C 2.295 -0.992 -2.401 0.0 0.0 0.0
C 1.494 -6.412 -0.041 0.0 0.0 0.0
C 1.666 1.924 -0.330 0.1 -0.1 0.2
C -0.747 1.044 2.258 0.1 0.0 -0.1
C -3.545 1.047 -1.048 0.0 0.0 0.0
H 2.510 3.867 -0.825 0.0 0.0 0.0
H -5.515 1.749 -0.691 0.0 0.0 0.0
H 3.694 2.532 -2.101 0.0 0.0 0.0
H -2.337 4.683 -0.605 0.0 0.0 0.0
H -3.774 -0.001 -1.168 0.0 0.0 0.0
H -0.335 3.837 2.302 0.0 0.0 0.0
H 3.096 -4.082 0.746 0.0 0.0 0.0
H 4.611 0.997 -3.819 0.0 0.0 0.0
H 2.225 -6.722 0.700 0.0 0.0 0.0
H 0.570 -6.958 0.148 0.0 0.0 0.0
H -1.081 -4.147 -1.962 0.0 0.0 0.0
H -0.758 2.831 -1.168 0.0 0.0 0.0
H -1.224 2.452 3.801 0.0 0.0 0.0
H -2.706 0.855 4.993 0.0 0.0 0.0
H 1.904 -4.362 2.033 0.0 0.0 0.0
H -0.440 -5.737 -1.723 0.0 0.0 0.0
H 1.880 -6.659 -1.031 0.0 0.0 0.0
H -1.803 -2.047 1.975 0.0 0.0 0.0
H -3.010 -1.444 4.061 0.0 0.0 0.0
H 3.670 -1.312 -4.007 0.0 0.0 0.0
H 1.858 -1.982 -2.448 0.0 0.0 0.0
```
Forces are in eV/Å.

multiplicity	3
total charge	+2
relative energy (zero: lowest compared OMol25 entry of this formula, charge and spin)	12.0	kcal/mol
<S²>	2.0130
HOMO (alpha / beta)	-12.6 / -12.6	eV

***

Here is a 6-piece molecular cluster, C27H33N5O5S overall from OMol25. Energies are from wB97M-V/def2-TZVPD.

Structure (XYZ):
```
71
Properties=species:S:1:pos:R:3:forces:R:3
S -2.235 -0.844 -3.822 1.0 -0.3 0.8
O 1.354 -1.691 -1.439 -1.6 0.3 0.4
O -1.716 -3.829 -1.834 1.2 4.7 0.6
O -1.839 -2.125 1.053 1.1 -2.9 -0.5
O 0.773 -3.800 -0.088 -0.8 7.1 -6.4
O 0.847 0.595 -2.494 -1.2 -9.2 2.4
N -5.607 -6.780 3.425 0.0 0.0 0.0
N 1.374 7.030 -5.272 -0.1 0.0 0.0
N 1.223 3.288 -0.607 0.0 0.1 0.1
N 6.800 1.282 0.505 0.0 0.0 0.0
N 1.156 -1.369 3.884 -0.1 0.0 0.1
C 2.811 -0.704 2.557 -0.3 0.1 -0.3
C -2.875 -3.310 -1.050 -1.7 0.1 0.6
C -4.582 -7.414 2.771 0.1 0.0 -0.1
C 6.268 1.691 1.700 -0.1 0.0 0.1
C -6.541 -8.194 1.987 -0.3 0.2 0.2
C 0.728 5.442 -0.846 -0.2 -0.1 -0.3
C 1.447 -0.872 2.641 0.1 0.0 -0.1
C -0.026 8.025 -3.861 0.2 -0.3 0.2
C 0.554 -0.692 -2.221 -1.0 4.6 -1.8
C 0.555 -2.856 -1.006 -0.9 -2.6 1.7
C 4.967 2.082 1.474 0.3 0.0 0.3
C 4.707 1.906 0.094 0.1 -0.2 -0.4
C -0.226 8.568 -5.153 0.1 0.0 -0.4
C 2.318 -1.512 4.598 0.1 0.0 0.0
C -0.854 -1.413 -2.692 1.7 -3.0 3.8
C 1.538 5.291 0.305 0.2 -0.2 0.3
C 0.553 4.190 -1.392 -0.1 0.0 0.0
C 0.965 7.075 -3.965 0.1 0.0 0.1
C -5.134 -8.296 1.870 0.4 0.1 0.1
C 3.362 -1.110 3.796 -0.1 -0.1 0.4
C -4.128 -3.130 1.292 0.8 0.6 0.6
C 0.649 7.933 -6.005 0.0 0.1 -0.1
C -2.632 -3.304 0.571 -1.4 -0.3 0.2
C -6.805 -7.253 2.957 -0.1 0.0 -0.1
C 1.832 3.951 0.427 -0.1 0.1 0.1
C -0.785 -2.693 -1.936 -0.6 0.7 -0.8
C 5.858 1.414 -0.481 -0.1 -0.1 -0.1
H -3.199 -2.219 -1.380 0.9 -2.2 0.6
H 0.318 6.365 -1.235 0.0 -0.2 0.1
H -4.440 -4.106 1.857 0.3 1.8 -1.5
H 0.230 -1.594 4.223 0.4 0.1 -0.1
H 3.781 2.117 -0.425 0.2 0.0 0.0
H 1.264 2.290 -0.766 0.0 0.3 -0.1
H -7.740 -6.880 3.352 0.1 -0.1 -0.1
H 0.660 -0.681 1.923 0.1 0.0 0.1
H 2.097 6.424 -5.639 -0.3 0.2 0.2
H 1.872 6.075 0.972 0.0 -0.1 -0.1
H 1.415 6.429 -3.222 -0.1 0.1 -0.1
H -4.918 -2.725 0.529 1.4 -1.1 1.4
H -2.122 -4.330 0.877 -1.0 2.3 -0.6
H 6.858 1.668 2.606 -0.1 0.0 -0.1
H -4.024 -2.285 2.129 -0.1 -1.9 -1.9
H -0.933 9.338 -5.431 0.1 -0.1 0.0
H -7.282 -8.748 1.425 0.1 0.1 0.1
H 3.351 -0.330 1.697 -0.1 0.0 0.1
H 4.409 -1.109 4.073 -0.2 0.0 0.0
H 0.008 3.864 -2.268 0.1 0.1 0.1
H 2.419 3.414 1.160 -0.1 0.1 -0.1
H -3.783 -4.029 -1.340 2.1 1.5 0.9
H -2.963 0.233 -3.277 1.4 -1.0 0.3
H -3.551 -7.182 3.002 -0.2 -0.1 -0.1
H -0.549 8.296 -2.953 0.1 -0.1 -0.1
H 7.742 0.936 0.372 -0.4 0.2 0.1
H -0.981 -2.544 1.388 -1.6 1.0 -0.7
H 0.819 8.048 -7.067 -0.1 0.0 0.2
H -5.496 -6.074 4.141 -0.1 -0.3 -0.3
H 2.302 -1.889 5.612 0.0 0.1 -0.2
H -4.583 -8.944 1.200 -0.1 0.1 0.1
H 6.086 1.147 -1.504 -0.1 0.1 0.2
H 4.279 2.454 2.222 0.2 -0.1 -0.1
```
Forces are in eV/Å.

multiplicity	1
total charge	0
relative energy (zero: lowest compared OMol25 entry of this formula, charge and spin)	277.9	kcal/mol
SMILES	C[C@H](O)COC1=C(S)C(=O)OC1=O.c1cc[nH]c1.c1cc[nH]c1.c1cc[nH]c1.c1cc[nH]c1.c1cc[nH]c1
HOMO	-7.9	eV

***

Here is one molecule with the formula C19H19F2N3OS from OMol25. Energies are from wB97M-V/def2-TZVPD.

Structure (XYZ):
```
45
Properties=species:S:1:pos:R:3:forces:R:3
S -4.730 1.312 1.916 0.2 -0.4 1.7
F -7.530 2.152 2.341 -2.1 0.5 -2.5
F -6.541 3.320 3.863 -0.2 0.7 0.0
O 3.163 -2.086 -2.180 4.2 -0.3 0.9
N -3.257 -1.215 4.352 -0.6 -0.2 0.6
N -2.168 -1.264 3.524 0.4 0.5 1.0
N -0.487 -0.824 1.205 1.9 -2.3 -0.9
C 1.329 -0.886 -0.664 -1.7 1.0 -0.5
C -1.242 1.269 0.841 -0.6 -1.7 -0.2
C -2.365 -0.322 2.617 -0.5 0.1 -1.3
C 0.228 -0.363 0.088 0.3 -0.8 -0.5
C 4.265 -1.035 -4.816 -0.1 -2.7 -1.4
C -3.721 0.128 2.730 2.2 2.4 -3.2
C -0.004 1.562 -1.365 3.5 -1.6 -0.3
C -0.365 0.865 -0.201 0.6 1.9 -1.0
C -5.405 0.296 4.315 -0.6 0.4 -0.8
C 3.112 -0.744 -2.442 0.0 3.2 -1.3
C -6.943 2.070 3.481 1.3 -0.5 3.1
C -5.747 1.240 3.359 0.7 -1.8 0.7
C -1.371 0.109 1.562 -2.1 -0.1 2.6
C 1.799 -0.240 -1.830 -1.9 1.6 2.3
C 4.374 0.041 -1.778 -0.3 -4.7 -0.1
C 3.118 -0.524 -4.020 -1.7 0.7 0.2
C 1.086 0.992 -2.106 0.0 0.1 0.2
C -4.169 -0.314 3.884 -1.6 -1.4 2.7
C 4.717 -0.539 -0.371 -2.0 1.3 -1.0
H 3.844 -0.490 0.274 0.1 0.5 0.5
H 5.241 -0.340 -2.339 -0.2 0.8 -0.5
H 4.568 -2.121 -4.621 -0.5 1.4 -0.1
H 3.086 0.560 -4.336 -0.5 -0.8 0.9
H 5.109 -0.431 -4.754 1.7 1.0 0.6
H -0.481 -1.786 1.601 0.1 1.4 -0.5
H 1.715 -1.830 -0.431 0.6 -1.1 0.7
H -3.383 -1.741 5.236 0.8 0.4 -1.3
H 5.572 -0.024 -0.026 0.8 0.6 0.9
H -0.222 2.607 -1.516 -0.5 0.0 -0.3
H 2.170 -1.009 -4.423 0.9 0.6 0.6
H 4.244 1.080 -1.823 -0.2 1.4 -0.1
H 2.337 -2.415 -2.342 -3.3 -1.6 -0.7
H -6.078 0.013 5.168 1.0 0.5 -0.9
H 1.524 1.573 -2.899 -0.2 0.3 -0.4
H -1.770 2.193 0.928 -0.3 0.1 0.0
H 4.019 -0.948 -5.906 -0.1 -0.3 0.8
H 4.920 -1.565 -0.417 0.5 -1.5 -0.5
H -7.558 1.677 4.324 -0.2 0.3 -0.8
```
Forces are in eV/Å.

multiplicity	1
total charge	0
relative energy (zero: lowest compared OMol25 entry of this formula, charge and spin)	80.3	kcal/mol
SMILES	CCC(O)(CC)c1ccc2cc(-c3n[nH]c4cc(C(F)F)sc34)[nH]c2c1
HOMO	-7.8	eV

***

Here is one molecule with the formula C6H5N3O from OMol25. Energies are from wB97M-V/def2-TZVPD.

Structure (XYZ):
```
15
Properties=species:S:1:pos:R:3:forces:R:3
O -0.225 -3.881 -0.082 0.4 0.3 -0.2
N 2.224 -1.090 0.196 0.1 -0.9 -0.5
N -0.759 0.722 -0.005 -1.1 -1.3 0.6
N 1.736 1.123 0.124 -0.6 -0.3 0.6
C 0.575 0.420 0.053 0.1 -1.1 -0.9
C 2.724 0.088 0.268 -2.1 2.1 0.1
C -1.002 -2.979 -0.244 -3.1 -2.0 0.3
C -1.492 -0.500 -0.093 0.9 1.1 -0.5
C 0.876 -0.903 -0.018 -4.0 -1.0 0.2
C -0.735 -1.581 -0.168 6.4 1.2 0.7
H 1.691 2.050 0.543 0.8 -0.3 -0.2
H 3.655 0.511 0.463 1.9 -0.4 0.2
H -2.165 -3.313 -0.402 2.0 1.1 0.1
H -2.536 -0.642 -0.078 -1.2 0.9 -0.1
H -1.077 1.537 -0.462 -0.6 0.8 -0.2
```
Forces are in eV/Å.

multiplicity	1
total charge	0
relative energy (zero: lowest compared OMol25 entry of this formula, charge and spin)	54.7	kcal/mol
SMILES	O=Cc1c[nH]c2[nH]cnc12
HOMO	-8.5	eV